C14H16 | the ωB97M-V functional and the def2-TZVPD basis

Geometry as XYZ:
```
30
Properties=species:S:1:pos:R:3:forces:R:3:nbo_charge:R:1
C -3.568047 3.807990 -0.275129 -0.774 -1.151 0.771 -0.629
C -2.903620 2.638410 -0.937505 1.793 -1.021 -0.161 -0.025
C -3.345837 1.317337 -0.863566 -1.370 0.777 0.005 -0.192
C -2.665899 0.277514 -1.492101 -0.368 1.901 -0.251 -0.224
C -1.549743 0.642146 -2.235300 1.231 -2.573 -0.006 -0.208
C -0.871000 1.847366 -2.148187 -1.743 0.273 1.297 -0.234
C -1.590829 2.790577 -1.419774 0.025 1.568 0.320 -0.192
H -2.844519 4.584513 -0.059274 -0.138 0.271 -0.058 0.218
H -3.995008 3.425251 0.663803 0.247 0.351 0.087 0.216
H -4.455680 4.173638 -0.791958 0.317 0.238 -0.418 0.224
H -4.300769 1.234718 -0.342884 0.160 -0.725 -0.045 0.203
H -3.021428 -0.736151 -1.483046 -0.057 -0.168 0.014 0.220
H -1.095865 -0.242851 -2.681864 0.339 0.431 -0.428 0.202
H 0.145058 2.029923 -2.454164 -0.012 -0.129 -0.331 0.226
H -1.167317 3.733600 -1.063911 0.389 -0.065 -0.791 0.196
C 4.144545 -1.739210 2.934750 -1.774 -0.579 1.093 -0.634
C 2.998205 -1.914794 1.937399 1.559 1.508 0.472 -0.013
C 2.523651 -0.779799 1.269936 -0.846 1.400 -0.517 -0.216
C 1.538016 -0.817304 0.289413 0.790 -3.053 -0.056 -0.200
C 1.088844 -2.130895 -0.024423 -0.493 1.916 -0.286 -0.219
C 1.518647 -3.231710 0.659612 0.748 -1.259 0.002 -0.210
C 2.532504 -3.158513 1.634671 -1.261 0.093 -0.957 -0.216
H 3.942778 -2.512627 3.689853 0.778 -0.268 -0.251 0.212
H 4.000062 -0.861188 3.568474 0.282 0.431 -0.573 0.217
H 5.141608 -1.801603 2.521174 0.112 -0.010 -0.069 0.223
H 2.875322 0.224824 1.496222 0.472 -0.314 0.333 0.207
H 1.252632 -0.068594 -0.429692 -0.024 0.722 0.557 0.220
H 0.391489 -2.149216 -0.853480 -0.124 -0.656 0.077 0.207
H 1.207471 -4.223591 0.345287 -0.253 0.119 0.057 0.209
H 2.930505 -4.052409 2.090507 -0.006 -0.029 0.110 0.214
```
Positions in Å, forces in eV/Å.

Results
energy: -14776.505 eV
relative energy (zero: lowest compared OMol25 entry of this formula, charge and spin): 29.1 kcal per mole
SMILES string: Cc1ccccc1.Cc1ccccc1
spin multiplicity: 1
maximum force: 3.15 eV/A
orbital gap: 9.857 eV